77
Properties=species:S:1:pos:R:3:forces:R:3:mulliken_charge:R:1 method="wB97M-V/def2-TZVPD" spin_multiplicity=1 total_charge=+2 energy_ev=-81282.983 gap_ev=7.13 mol_weight_g_mol=614.6
C -0.386 2.182 0.928 -0.0461 -0.1511 -0.0760 -0.322
C 0.808 1.744 0.336 -0.4823 -0.3441 -0.4327 0.531
C 1.318 2.440 -0.769 0.0282 -0.2144 0.1103 -0.595
C 0.669 3.580 -1.237 -0.0196 -0.0579 0.0232 -0.906
C -0.502 4.023 -0.629 0.1663 -0.1176 -0.0088 -0.388
C -1.031 3.318 0.449 0.0642 -0.0655 -0.0065 -0.823
P 1.631 0.194 0.925 1.2628 2.7663 0.9858 2.331
C 3.379 0.575 0.517 0.2091 -0.5784 -0.3619 0.451
C 4.004 -0.087 -0.550 -0.0322 0.1042 0.1896 -0.191
C 5.314 0.242 -0.901 -0.0056 0.1193 0.0950 -0.793
C 5.999 1.238 -0.198 -0.2096 -0.1041 -0.0568 -0.549
C 5.371 1.911 0.852 -0.3152 -0.1353 0.0366 -0.772
C 4.065 1.574 1.219 0.1156 -0.0165 -0.1064 -0.464
Sc 0.422 -2.045 0.717 -0.3307 0.2222 -0.1595 -1.225
P -1.286 -1.038 -0.721 -1.8940 0.3738 -0.1115 2.055
C -1.228 0.088 -2.115 0.4023 0.5576 -0.1603 0.828
C -2.173 1.105 -2.296 0.0064 -0.1579 -0.0247 -0.966
C -2.046 1.974 -3.377 0.1879 0.0199 -0.0671 -0.721
C -0.942 1.879 -4.231 -0.1023 -0.1430 0.1015 -0.631
C 0.026 0.891 -4.029 -0.1890 0.1346 -0.0353 -0.892
C -0.121 0.003 -2.975 0.0379 -0.1607 0.1781 -0.355
C -1.737 -2.710 -1.336 0.3324 0.3325 -0.0193 0.645
C -1.584 -3.792 -0.445 0.2381 0.0317 -0.5387 -0.193
C -1.614 -5.099 -0.953 -0.0416 0.1182 0.2183 -0.915
C -1.835 -5.310 -2.317 0.0639 0.0807 0.1533 -0.535
C -2.028 -4.231 -3.187 -0.1712 0.0984 0.1710 -0.682
C -1.982 -2.926 -2.699 0.2350 -0.2041 0.2175 -0.549
C -2.696 -0.613 0.367 0.3279 -0.2427 -0.1783 1.014
C -2.505 -0.467 1.753 -0.3507 -0.1190 -0.5214 -0.259
C -3.613 -0.225 2.565 0.1189 -0.0592 0.1337 -0.669
C -4.889 -0.145 2.001 0.1268 0.0661 -0.1066 -0.676
C -5.077 -0.314 0.625 0.2916 -0.0322 -0.0123 -0.804
C -3.976 -0.565 -0.195 -0.2131 0.0137 0.3892 -0.401
C 1.579 0.470 2.763 0.0006 -0.3527 -0.2409 0.734
C 1.477 1.747 3.337 -0.2581 -0.0672 0.2198 -0.270
C 1.288 1.886 4.715 0.2180 -0.2293 -0.3473 -0.943
C 1.266 0.752 5.530 0.0061 0.0250 -0.1653 -0.676
C 1.455 -0.513 4.975 0.0756 -0.2256 0.0599 -0.788
C 1.626 -0.661 3.596 -0.4623 0.4933 0.0174 -0.690
H -1.493 -3.636 0.651 -0.2314 -0.0972 -0.3493 0.481
H -1.470 -5.939 -0.271 -0.1413 0.1682 -0.2806 0.474
H -1.871 -6.326 -2.704 0.0370 0.2039 0.0996 0.439
H -2.223 -4.403 -4.247 0.0657 -0.0041 0.3388 0.452
H -2.112 -2.066 -3.360 0.0997 -0.3370 0.1505 0.478
H -3.000 1.208 -1.595 0.1880 0.0958 -0.2722 0.560
H -2.813 2.732 -3.547 0.2935 -0.1764 0.0705 0.463
H -0.831 2.578 -5.057 -0.0775 -0.1286 0.1399 0.429
H 0.893 0.805 -4.689 -0.3208 0.0896 0.2108 0.475
H 0.639 -0.757 -2.801 -0.1772 0.1704 -0.1490 0.435
H -1.503 -0.551 2.202 -0.2867 0.2097 -0.0858 -0.294
H -3.467 -0.101 3.639 -0.1641 -0.0485 -0.3186 0.475
H -5.746 0.054 2.642 0.1878 -0.0554 -0.1304 0.431
H -6.070 -0.254 0.184 0.1915 -0.0349 0.1824 0.449
H -4.099 -0.737 -1.267 -0.0755 0.0637 0.3575 0.537
H 1.526 2.641 2.711 -0.1854 -0.3272 0.1900 0.440
H 1.165 2.883 5.138 0.0836 -0.2745 -0.0510 0.449
H 1.116 0.866 6.603 0.0405 -0.1043 -0.2516 0.441
H 1.471 -1.393 5.617 0.0149 0.2398 -0.1269 0.451
H 1.805 -1.660 3.172 0.0099 0.1587 0.1532 0.400
H 3.457 -0.845 -1.114 0.2740 0.2452 0.1073 0.348
H 5.796 -0.274 -1.729 -0.0858 0.1154 0.1907 0.451
H 7.022 1.494 -0.472 -0.2802 -0.0730 0.0594 0.403
H 5.888 2.704 1.393 -0.0912 -0.2476 -0.1420 0.450
H 3.577 2.089 2.045 0.2742 -0.0946 -0.2287 0.362
H 2.223 2.086 -1.262 -0.1837 0.1557 0.1163 0.454
H 1.080 4.118 -2.089 -0.0684 -0.1047 0.1864 0.463
H -1.011 4.910 -0.999 0.2033 -0.2155 0.0907 0.367
H -1.956 3.650 0.914 0.2121 -0.0937 -0.0119 0.310
H -0.817 1.637 1.769 0.1419 0.2418 -0.2047 0.553
H -3.122 5.176 -0.906 -0.1735 -0.1217 0.3783 0.081
H -3.195 4.880 -0.219 -0.1100 0.2446 -0.4190 -0.054
C 1.766 -3.698 -0.189 0.8341 -1.8992 0.9120 -0.923
C 1.426 -2.502 -1.115 -0.3873 1.4919 -0.7179 0.688
O 1.871 -2.364 -2.223 -0.3756 -0.7784 1.4810 -0.536
H 1.352 -3.797 0.892 0.7590 -0.3652 -1.3311 0.299
H 2.859 -3.657 -0.056 -0.2788 -0.3542 -0.0405 0.411
H 1.422 -4.625 -0.674 0.3915 0.2620 0.1332 0.464

91
Properties=species:S:1:pos:R:3:forces:R:3:mulliken_charge:R:1 method="wB97M-V/def2-TZVPD" spin_multiplicity=1 energy_ev=-271185.131 gap_ev=3.45 mol_weight_g_mol=924.3
Li 3.350 -0.543 -1.065 -1.4672 0.5391 0.6900 0.845
Li -1.305 -1.644 3.011 0.5663 0.8298 -1.1176 0.832
C -0.055 0.371 0.143 1.8473 1.7790 2.7235 0.569
O -0.994 0.807 0.798 -5.4163 1.0297 1.2362 -0.757
O 0.585 1.010 -0.670 1.6434 3.7104 -6.5281 -0.792
O 0.645 -0.495 0.670 2.9254 -7.8287 3.0947 -0.744
C -0.270 6.609 0.221 -0.3347 1.3692 -0.6880 -0.334
Br 1.574 7.087 0.857 -1.5534 -0.5817 -0.6186 -0.027
Br -0.628 7.173 -1.679 0.7095 -0.4997 0.9820 -0.031
Br -1.647 7.583 1.236 0.6970 -0.5723 0.0452 -0.024
H -0.500 5.544 0.245 0.4888 0.1962 0.2671 0.416
C -1.656 0.277 -7.958 0.1389 0.3153 -1.0391 -0.345
C -2.258 0.610 -9.206 0.8523 -0.5356 2.5441 -0.527
C -2.306 1.938 -9.528 -0.3074 0.5154 -1.4197 -0.089
C -1.859 2.937 -8.682 0.0620 -0.2661 0.8231 0.050
C -1.266 2.590 -7.452 -0.5279 1.8502 -1.0978 -0.288
C -1.129 1.275 -7.129 -0.4078 -1.2970 -0.1117 -0.584
N -2.036 4.370 -9.057 0.9605 1.9184 -0.1323 0.883
O -1.944 5.246 -8.170 -0.3234 -2.0875 -1.2123 -0.556
O -2.155 4.658 -10.253 -0.1736 -0.9031 1.4585 -0.539
H -1.463 -0.748 -7.677 -0.3556 -0.1611 0.0059 0.358
H -2.721 -0.120 -9.853 0.2859 -0.1210 -0.0252 0.386
H -2.649 2.109 -10.538 -0.2849 0.8041 0.1028 0.375
H -0.915 3.387 -6.814 0.0049 -0.0162 0.1055 0.454
H -0.658 0.997 -6.198 0.0666 -0.0075 0.0312 0.422
N 6.101 -2.836 1.319 -0.0415 -0.7222 2.5128 -0.472
C 7.035 -3.732 0.987 -0.4819 0.4505 0.2669 -0.134
C 7.667 -4.594 1.882 -0.0666 0.1397 0.1400 -0.347
C 7.359 -4.544 3.237 -0.2345 0.3371 -0.1862 -0.241
C 6.403 -3.608 3.661 0.4322 -0.3301 -1.0562 -0.371
C 5.811 -2.830 2.686 -0.3236 -0.0452 -1.7314 -0.236
H 7.259 -3.803 -0.067 0.1498 0.0511 -0.1545 0.341
H 8.384 -5.276 1.449 0.0750 -0.2061 0.2973 0.334
H 7.801 -5.231 3.943 0.1714 -0.0148 -0.0024 0.371
H 6.059 -3.490 4.678 0.1419 -0.2042 0.0737 0.375
H 4.938 -2.275 2.994 0.0979 0.6084 -0.2492 0.384
N 0.945 -0.916 6.356 1.6710 0.1945 0.6091 -0.485
C 1.472 0.344 6.368 0.0911 -0.8673 1.5131 -0.173
C 2.272 0.829 7.422 -1.0012 -1.5167 -0.9053 -0.277
C 2.558 -0.041 8.478 0.8173 1.2192 -0.5502 -0.201
C 2.146 -1.361 8.450 -0.9581 -0.6628 -1.2490 -0.470
C 1.382 -1.786 7.341 -1.2127 2.7581 -0.4356 -0.214
H 1.251 1.085 5.614 -0.5063 -0.4970 -0.5456 0.367
H 2.595 1.856 7.341 0.2220 -0.0317 0.4027 0.370
H 3.203 0.428 9.206 -0.0934 -0.5909 0.7032 0.353
H 2.278 -2.104 9.222 0.4430 0.2789 0.2515 0.361
H 0.855 -2.728 7.306 0.4299 -0.3407 0.0830 0.381
N -1.090 -5.375 1.551 0.8306 -1.9863 -1.1572 -0.439
C -1.750 -5.546 0.355 0.7860 -0.7125 2.3738 -0.089
C -1.753 -6.757 -0.370 1.2127 1.3040 1.1493 -0.484
C -0.853 -7.720 0.083 -0.2454 -1.0726 0.1440 -0.138
C -0.109 -7.605 1.277 -0.7592 0.8649 -1.1168 -0.395
C -0.262 -6.438 1.967 -1.2291 2.4643 -0.8812 -0.190
H -2.325 -4.687 0.043 -0.1069 0.0246 -0.0955 0.366
H -2.361 -6.755 -1.263 0.2110 -0.6227 -0.1331 0.351
H -0.726 -8.658 -0.437 -0.1680 -0.0356 -0.3754 0.345
H 0.632 -8.312 1.621 -0.1825 -0.2935 -0.2393 0.354
H 0.401 -6.240 2.796 -0.3690 0.2005 0.4192 0.332
N -5.302 -1.697 4.235 -0.5503 -0.2845 2.2073 -0.445
C -5.736 -2.264 5.415 -0.7867 -0.1457 -1.8514 -0.182
C -7.106 -2.570 5.665 1.7512 1.5759 -0.6972 -0.404
C -8.023 -1.995 4.772 0.2187 -1.7802 0.9585 -0.203
C -7.575 -1.407 3.617 -1.1854 0.6513 -0.2618 -0.394
C -6.238 -1.259 3.395 1.4507 -0.0123 0.2061 -0.193
H -4.937 -2.484 6.107 -0.0783 -0.3265 0.1308 0.354
H -7.390 -3.126 6.547 -0.1093 0.1594 0.0572 0.354
H -9.065 -2.163 5.000 -0.2225 0.2508 -0.3124 0.362
H -8.275 -1.006 2.900 -0.0743 0.0737 -0.0145 0.341
H -5.829 -0.693 2.572 -0.2608 -0.1718 -0.4558 0.418
N -7.181 3.839 -1.360 1.2530 -0.0014 -1.1415 -0.562
C -7.845 3.866 -2.557 0.8434 -0.6522 1.8870 -0.147
C -7.268 3.544 -3.764 1.7884 0.9505 -0.6642 -0.438
C -5.848 3.342 -3.830 -1.8635 0.1744 0.9333 -0.245
C -5.175 3.389 -2.623 0.5012 -0.5111 -0.5444 -0.372
C -5.836 3.616 -1.434 -2.0491 -0.1484 -0.0531 -0.186
H -8.900 4.056 -2.432 -0.1450 0.1186 -0.3442 0.370
H -7.842 3.711 -4.664 -0.1103 -0.4800 -0.1461 0.336
H -5.310 3.123 -4.741 -0.1909 0.0572 -0.1475 0.428
H -4.125 3.138 -2.579 0.1775 0.1786 -0.0265 0.401
H -5.276 3.506 -0.517 -0.1660 0.2952 0.2702 0.416
N 6.618 2.338 -1.797 1.8740 0.8469 -0.5007 -0.510
C 6.280 3.659 -1.861 -0.7818 -1.3890 0.5103 -0.149
C 7.125 4.743 -1.950 1.0039 -0.8067 -0.6767 -0.427
C 8.490 4.454 -2.137 -0.7336 0.3099 -0.5110 -0.243
C 8.880 3.129 -2.218 -0.3536 0.0617 0.7667 -0.322
C 7.950 2.118 -1.975 -0.5487 0.9635 -0.1424 -0.094
H 5.213 3.816 -1.811 -0.1598 0.1471 0.0949 0.382
H 6.696 5.730 -2.036 0.1944 0.0925 0.2260 0.363
H 9.185 5.253 -2.352 0.1519 0.0641 0.2140 0.365
H 9.906 2.821 -2.355 0.1101 0.2267 -0.1446 0.332
H 8.419 1.145 -1.979 -0.8477 -0.6103 0.1783 0.309

HOMO level (computed, hartree): -0.51788 -0.15299
LUMO (computed, eV): -6.96 -0.71